1.
27
Properties=species:S:1:pos:R:3 method="wB97M-V/def2-TZVPD" lumo_ev=0.07 total_charge=0 homo_lumo_gap_ev=10.56 relative_energy_ev=2.638 smiles=O.O.O.O.O.O.O.O.O largest_force_ha_per_bohr=0.061
O -0.002 -1.308 -2.798
H -0.541 -2.030 -2.548
H 0.200 -0.862 -2.008
O 2.285 0.907 0.946
H 2.333 1.441 0.122
H 1.355 0.723 0.990
O 0.129 2.091 -2.670
H 0.511 2.878 -3.020
H 0.739 1.625 -2.097
O 0.223 -0.341 -0.218
H -0.654 0.010 -0.304
H 0.159 -1.078 0.371
O 3.701 -1.028 -0.162
H 4.355 -0.309 -0.314
H 2.964 -0.520 0.190
O -0.217 -2.561 1.314
H -0.511 -3.454 1.102
H 0.639 -2.709 1.723
O -2.658 0.376 -0.127
H -2.730 1.227 -0.556
H -3.177 -0.263 -0.686
O -0.754 2.831 0.623
H -0.780 3.779 0.392
H -1.623 2.633 0.822
O -2.342 -1.479 2.885
H -1.514 -1.641 2.378
H -2.089 -0.939 3.651



2.
27
Properties=species:S:1:pos:R:3 method="wB97M-V/def2-TZVPD" lumo_ev=-0.46 total_charge=0 homo_lumo_gap_ev=10.18 relative_energy_ev=2.178 smiles=O.O.O.O.O.O.O.O.O largest_force_ha_per_bohr=0.016
O 5.675 5.020 4.142
H 5.345 5.707 4.721
H 5.067 5.015 3.403
O 8.616 5.150 4.279
H 8.566 5.244 5.230
H 7.844 5.612 3.951
O 4.729 4.052 7.668
H 4.018 3.823 7.070
H 5.432 4.364 7.098
O 4.811 5.292 10.096
H 4.880 5.077 9.165
H 3.907 5.584 10.209
O 6.173 2.488 5.221
H 5.898 3.285 4.767
H 6.848 2.781 5.833
O 7.702 5.249 6.942
H 8.294 5.607 7.603
H 6.885 5.732 7.064
O 10.484 4.248 7.992
H 9.741 3.670 8.167
H 10.513 4.320 7.038
O 11.295 6.775 8.121
H 11.720 7.155 8.891
H 11.049 5.892 8.395
O 5.477 6.681 6.818
H 4.662 7.010 7.197
H 5.926 7.464 6.499



3.
27
Properties=species:S:1:pos:R:3 method="wB97M-V/def2-TZVPD" lumo_ev=-0.30 total_charge=0 homo_lumo_gap_ev=10.46 relative_energy_ev=2.903 smiles=O.O.O.O.O.O.O.O.O largest_force_ha_per_bohr=0.057
O -0.074 -2.484 -2.288
H 0.236 -1.591 -2.455
H -0.943 -2.485 -2.673
O -2.368 0.796 0.951
H -1.448 0.867 0.857
H -2.628 0.482 1.807
O -0.184 -2.506 0.381
H -0.246 -2.429 -0.547
H -1.065 -2.643 0.691
O 2.768 -1.002 -0.327
H 2.931 -1.586 -1.114
H 1.902 -0.568 -0.338
O 0.855 0.046 -2.456
H 1.557 0.674 -2.397
H 0.221 0.415 -3.111
O -1.316 3.168 -1.151
H -0.356 3.130 -1.278
H -1.441 4.110 -1.372
O 0.273 -1.797 3.800
H -0.088 -2.036 4.724
H 0.031 -0.912 3.512
O 0.136 2.951 1.643
H 0.195 2.164 1.087
H 1.003 3.320 1.725
O 0.177 0.180 0.358
H -0.105 -0.721 0.544
H -0.023 0.455 -0.573



4.
27
Properties=species:S:1:pos:R:3 method="wB97M-V/def2-TZVPD" lumo_ev=0.26 total_charge=0 homo_lumo_gap_ev=10.19 relative_energy_ev=2.976 smiles=O.O.O.O.O.O.O.O.O largest_force_ha_per_bohr=0.056
O 2.683 -1.274 -2.966
H 2.972 -0.563 -3.553
H 1.939 -1.647 -3.442
O 2.602 0.550 -0.965
H 2.667 0.002 -1.764
H 2.688 -0.034 -0.199
O -1.403 -0.637 2.886
H -1.447 -1.298 3.581
H -0.517 -0.741 2.568
O -3.881 2.106 2.095
H -3.997 1.180 2.259
H -2.949 2.390 2.124
O -3.556 0.411 -1.449
H -4.204 -0.241 -1.187
H -3.188 0.832 -0.667
O 0.746 -1.457 4.322
H 1.621 -1.383 3.926
H 0.526 -0.518 4.503
O 3.738 -1.894 -0.136
H 4.216 -2.326 -0.844
H 4.467 -1.858 0.498
O 0.084 0.961 -0.421
H -0.605 1.186 -1.044
H 0.980 0.947 -0.843
O -1.789 1.730 -3.097
H -2.101 2.650 -3.058
H -2.290 0.925 -3.125



5.
27
Properties=species:S:1:pos:R:3 method="wB97M-V/def2-TZVPD" lumo_ev=0.16 total_charge=0 homo_lumo_gap_ev=10.70 relative_energy_ev=3.417 smiles=O.O.O.O.O.O.O.O.O largest_force_ha_per_bohr=0.035
O -0.946 0.044 0.843
H -1.733 0.091 1.397
H -1.078 0.739 0.188
O 2.542 1.913 1.230
H 3.066 2.039 0.430
H 2.752 1.015 1.508
O -1.601 -2.700 1.400
H -2.305 -2.942 2.011
H -1.885 -1.853 1.039
O 2.007 -0.115 -1.576
H 1.552 -0.680 -2.212
H 1.416 0.639 -1.469
O -0.474 1.634 -3.552
H -0.657 2.549 -3.794
H 0.064 1.705 -2.755
O -2.320 -0.719 -2.205
H -1.556 -0.747 -1.618
H -1.967 -0.373 -3.033
O 2.060 0.563 3.011
H 1.547 0.072 2.360
H 2.408 -0.118 3.598
O -1.149 1.528 3.297
H -1.383 0.875 3.966
H -0.974 2.330 3.803
O 0.221 -2.287 -2.287
H 0.251 -1.958 -3.192
H 0.144 -3.242 -2.386



6.
27
Properties=species:S:1:pos:R:3 method="wB97M-V/def2-TZVPD" lumo_ev=-0.05 total_charge=0 homo_lumo_gap_ev=10.09 relative_energy_ev=7.030 smiles=O.O.O.O.O.O.O.O.O largest_force_ha_per_bohr=0.165
O 0.781 -0.413 -0.325
H -0.143 -0.674 -0.418
H 1.167 -0.609 -1.186
O -1.831 -1.413 -0.616
H -1.376 -1.436 -1.465
H -1.859 -0.477 -0.390
O 2.566 -1.827 -0.057
H 2.696 -1.068 0.523
H 2.624 -2.586 0.534
O 4.862 1.000 0.934
H 4.248 1.403 1.558
H 5.356 0.366 1.467
O -3.597 2.404 -0.363
H -3.199 1.839 -1.035
H -4.158 3.005 -0.865
O -3.804 -1.247 -1.816
H -2.986 -1.754 -1.851
H -3.732 -0.634 -2.556
O -1.671 -2.225 2.328
H -1.830 -1.357 1.940
H -2.148 -2.198 3.165
O -2.607 2.618 1.108
H -2.181 2.688 1.969
H -3.404 2.104 1.281
O 5.772 0.976 -1.345
H 4.994 1.439 -1.016
H 5.461 0.077 -1.502



7.
27
Properties=species:S:1:pos:R:3 method="wB97M-V/def2-TZVPD" lumo_ev=0.03 total_charge=0 homo_lumo_gap_ev=10.84 relative_energy_ev=1.547 smiles=O.O.O.O.O.O.O.O.O largest_force_ha_per_bohr=0.011
O -0.634 -0.069 -0.876
H -1.263 0.097 -0.164
H -0.118 -0.828 -0.557
O -2.065 1.103 2.227
H -2.603 1.571 2.878
H -2.237 0.165 2.393
O 0.832 -2.360 -0.162
H 1.640 -1.951 0.178
H 1.119 -3.039 -0.791
O 0.720 -2.659 -3.201
H 0.899 -1.731 -2.961
H 1.280 -2.818 -3.968
O -1.272 3.380 0.592
H -1.536 2.518 0.974
H -1.114 3.944 1.359
O 1.999 -0.146 -2.288
H 2.812 -0.115 -1.773
H 1.398 0.475 -1.847
O 0.774 2.476 -1.294
H 0.401 2.987 -0.556
H 0.148 1.737 -1.391
O -0.961 -2.460 2.203
H -0.296 -2.484 1.490
H -1.306 -3.358 2.247
O 0.653 0.848 1.783
H 0.875 1.616 1.241
H -0.145 1.099 2.265



8.
27
Properties=species:S:1:pos:R:3 method="wB97M-V/def2-TZVPD" lumo_ev=0.05 total_charge=0 homo_lumo_gap_ev=10.34 relative_energy_ev=2.135 smiles=O.O.O.O.O.O.O.O.O largest_force_ha_per_bohr=0.052
O -3.006 -1.150 -0.183
H -2.916 -0.745 -1.053
H -3.851 -1.571 -0.230
O -2.250 -0.439 -2.785
H -3.079 -0.597 -3.254
H -1.815 0.362 -3.075
O 2.921 0.736 -1.897
H 2.418 0.016 -1.525
H 3.807 0.363 -2.072
O 1.106 -1.286 -1.216
H 1.150 -1.800 -0.385
H 0.442 -0.659 -0.933
O -0.457 -0.532 2.464
H -0.909 -1.160 2.997
H 0.452 -0.499 2.723
O 3.543 -0.553 0.770
H 2.899 0.111 0.938
H 4.393 -0.227 0.998
O 1.589 1.421 0.990
H 1.255 1.867 1.779
H 1.722 2.164 0.423
O -2.766 0.834 1.731
H -3.088 0.149 1.063
H -1.896 0.367 2.006
O -0.586 0.771 -0.469
H 0.211 1.068 0.032
H -1.280 0.996 0.170